[1]
A molecular structure, C20H26N3O2STl, computed with the ωB97M-V functional and the def2-TZVPD basis.

Each line ends with the Mulliken charge.
Element x y z (Å)
Tl 1.266 2.685 -0.333  0.8443
C 1.743 -1.044 -4.584  -1.5398
C 1.013 -0.284 -3.511  0.3706
N 1.067 -0.718 -2.326  0.6115
N 1.019 -1.336 -1.324  -0.5892
C 1.983 -1.033 -0.207  0.6047
O 2.121 0.113 0.123  -0.5434
C 2.569 -2.219 0.366  0.5461
C 3.621 -2.042 1.276  -0.3620
C 4.232 -3.149 1.825  -0.6747
C 3.801 -4.426 1.472  -0.3661
C 2.756 -4.606 0.572  -0.7792
C 2.135 -3.506 0.014  -0.2297
C 0.166 0.908 -3.795  0.7003
C -0.495 0.966 -5.009  -0.5802
C -1.331 2.050 -5.245  -0.3871
C -1.451 3.021 -4.272  -0.9167
C -0.728 2.878 -3.093  0.2229
N 0.070 1.844 -2.845  -0.1405
H 2.592 -1.590 -4.180  0.4447
H 2.080 -0.349 -5.348  0.4233
H 1.052 -1.765 -5.029  0.3899
H 3.945 -1.042 1.531  0.4246
H 5.048 -3.023 2.524  0.4386
H 4.284 -5.292 1.907  0.4326
H 2.426 -5.603 0.316  0.4338
H 1.299 -3.643 -0.661  0.4810
H -0.386 0.184 -5.749  0.3781
H -1.874 2.127 -6.178  0.4579
H -2.086 3.885 -4.416  0.3979
H -0.793 3.639 -2.321  0.3403
C -4.189 2.161 1.269  -1.0551
C -3.768 2.188 2.736  -0.5761
C -2.369 2.741 2.957  -0.7967
S -0.926 1.831 2.339  0.5047
O -0.792 2.196 0.853  -0.5533
C -1.456 0.103 2.373  -0.5747
C -0.984 -0.601 3.646  -0.5145
C 0.524 -0.831 3.676  -1.0040
H -5.171 1.702 1.158  0.3532
H -3.480 1.601 0.655  0.1952
H -4.246 3.175 0.868  0.3684
H -3.871 1.203 3.191  0.2929
H -4.442 2.834 3.303  0.4085
H -2.154 2.896 4.017  0.4775
H -2.241 3.700 2.448  0.4588
H -0.982 -0.312 1.481  0.2204
H -2.531 0.056 2.244  0.4207
H -1.502 -1.559 3.712  0.3951
H -1.297 -0.026 4.523  0.2570
H 0.830 -1.476 2.846  0.1385
H 0.825 -1.319 4.603  0.4124
H 1.079 0.108 3.603  0.3365

Summary:
Total energy, Eh: -1662.52334
Relative energy (zero: lowest compared OMol25 entry of this formula, charge and spin), eV: 0.3356
Gap between HOMO and LUMO, eV: 6.75
Total charge: +2

---

[2]
A single C3H9N3O molecule in a non-equilibrium geometry, computed with the ωB97M-V functional and the def2-TZVPD basis.

Each line ends with the Mulliken charge.
Element x y z (Å)
C -0.592 0.402 0.246  -0.0958
C 0.787 -2.022 0.186  -0.8200
N -0.246 1.034 -0.931  -0.5503
N -0.267 -1.229 -0.446  -0.3215
N 0.187 0.572 1.397  -0.4411
C -0.315 2.358 -1.160  -0.0090
O 0.112 2.945 -2.134  -0.5793
H 0.026 -0.539 -1.322  0.4659
H -1.117 -1.769 -0.578  0.2882
H -1.654 0.282 0.469  0.4323
H -0.286 0.484 2.282  0.2038
H 0.978 1.188 1.276  0.2591
H -0.803 2.932 -0.332  0.2422
H 0.516 -2.261 1.215  0.3128
H 0.970 -2.941 -0.375  0.3252
H 1.705 -1.438 0.206  0.2875

Summary:
Total energy, Eh: -359.14432
SMILES: C[NH2+][C@@H](N)/N=C/[O-]
Relative energy (zero: lowest compared OMol25 entry of this formula, charge and spin), eV: 2.7244
Gap between HOMO and LUMO, eV: 8.92

---

[3]
A single C4H9P molecule in a non-equilibrium geometry, computed with the ωB97M-V functional and the def2-TZVPD basis.

Each line ends with the Mulliken charge.
Element x y z (Å)
C 0.759 -0.014 -0.063  -0.3874
C -0.750 -0.071 -0.121  0.4024
C 1.495 0.920 0.921  -1.1461
C -1.396 -1.433 -0.384  -1.3414
P -0.258 0.811 -1.644  -0.1116
H 1.493 -0.818 -0.365  0.2969
H -1.430 0.531 0.629  0.3236
H 1.914 1.802 0.416  0.2867
H 2.339 0.386 1.440  0.3167
H 0.809 1.233 1.683  0.3264
H -0.756 -2.155 -0.837  0.3642
H -2.226 -1.385 -1.052  0.3705
H -1.789 -1.891 0.540  0.3208
H -0.202 2.084 -1.162  -0.0214

Summary:
Total energy, Eh: -499.09178
SMILES: C[C@@H]1P[C@H]1C
Relative energy (zero: lowest compared OMol25 entry of this formula, charge and spin), eV: 0.3206
Gap between HOMO and LUMO, eV: 9.98

---

[4]
A molecular structure, C3H4CaO4 in a non-equilibrium geometry, computed with the ωB97M-V functional and the def2-TZVPD basis.

Each line ends with the Mulliken charge.
Element x y z (Å)
O -1.030 0.833 -2.523  -0.7546
C -1.501 0.486 -1.397  0.8434
C 0.873 0.164 0.053  -0.6460
O -2.491 0.761 -0.760  -0.5717
O -0.923 -0.791 -1.193  -0.2645
C 0.084 -0.899 -0.212  -0.1274
H 1.157 0.340 1.099  0.3634
H 1.542 0.608 -0.686  0.2257
H -0.269 -1.639 0.509  0.3247
Ca -1.489 -1.273 -3.414  0.5979
O 1.871 0.813 3.819  -1.1188
H 2.176 0.597 4.704  0.1279

Summary:
Total energy, Eh: -1095.18067
Relative energy (zero: lowest compared OMol25 entry of this formula, charge and spin), eV: 2.9592
Gap between HOMO and LUMO (spin up / spin down), eV: 3.84 / 3.70
⟨S²⟩: 0.750
Total charge: -1
2S+1: 2

---

[5]
A gas-phase ion, C20H23N4O2S (charge -1) in a non-equilibrium geometry, computed with the ωB97M-V functional and the def2-TZVPD basis.

Each line ends with the Mulliken charge.
Element x y z (Å)
C -5.590 -2.036 -1.614  -1.4380
C -4.110 -2.024 -1.393  1.1788
C -3.417 -3.237 -1.306  -0.6142
C -2.047 -3.247 -1.056  -0.4241
C -1.350 -2.039 -0.887  0.0898
S 0.381 -2.089 -0.698  -0.2647
C -2.042 -0.822 -0.985  -0.4561
C -3.410 -0.819 -1.253  -0.8590
H -5.973 -1.016 -1.669  0.3496
H -5.840 -2.577 -2.530  0.3337
H -6.099 -2.536 -0.786  0.2923
H -3.952 -4.175 -1.423  0.3218
H -1.503 -4.186 -0.938  0.3705
H -1.508 0.115 -0.812  0.4631
H -3.949 0.121 -1.332  0.2841
C 3.033 -2.714 1.336  -1.4797
C 2.064 -1.583 1.308  -0.4435
C 0.594 -1.930 1.106  1.3300
C -0.398 -0.871 1.594  -0.4018
O -0.236 0.319 1.336  -0.6275
N -1.436 -1.299 2.371  0.1565
C -2.314 -0.317 2.964  -1.0564
C -1.956 -2.663 2.427  -0.7084
N 2.561 -0.385 1.256  -0.5212
N 2.299 0.377 0.243  0.0623
C 2.890 1.654 0.409  0.2836
N 2.740 2.242 -0.842  -0.1096
C 3.105 3.518 -1.218  0.4758
C 2.579 4.036 -2.426  -0.4577
C 2.916 5.314 -2.850  -0.4473
C 3.811 6.092 -2.099  -0.4365
C 4.346 5.576 -0.905  -0.4976
C 3.985 4.304 -0.452  -0.3603
O 3.390 2.152 1.408  -0.7084
H 2.539 -3.672 1.542  0.3179
H 3.530 -2.808 0.358  0.2164
H 3.801 -2.502 2.088  0.4201
H 0.405 -2.908 1.547  0.7065
H -1.792 0.632 3.057  0.3181
H -3.207 -0.178 2.345  0.3156
H -2.633 -0.687 3.940  0.3400
H -1.160 -3.415 2.357  0.2117
H -2.487 -2.763 3.384  0.3235
H -2.683 -2.845 1.616  0.2034
H 2.253 1.617 -1.479  0.2240
H 1.896 3.409 -2.999  0.3110
H 2.477 5.699 -3.770  0.3240
H 4.086 7.091 -2.442  0.3313
H 5.045 6.173 -0.319  0.3227
H 4.368 3.904 0.492  0.4340

Summary:
Total energy, Eh: -1543.59729
SMILES: C/C(=N/N=C(\[O-])Nc1ccccc1)[C@H](Sc1ccc(C)cc1)C(=O)N(C)C
Gap between HOMO and LUMO, eV: 4.81
Total charge: -1

---

[6]
A molecular structure, C18H37OP3STc in a non-equilibrium geometry, computed with the ωB97M-V functional and the def2-TZVPD basis.

Each line ends with the Mulliken charge.
Element x y z (Å)
Tc -1.393 -0.507 0.232  -0.1630
P -0.133 -0.413 2.138  1.2564
P 0.807 0.053 -1.268  0.7636
P -1.107 -2.711 -0.528  1.0924
H -3.588 -1.218 0.014  0.5892
C -3.143 -0.985 1.025  -0.7080
C -4.314 -0.255 1.735  -1.1830
H -4.766 0.491 1.067  0.2883
C 0.211 1.178 2.994  -1.2934
C 1.628 -0.961 1.966  -1.2661
C -0.768 -1.501 3.456  -1.1930
C 0.260 0.537 -2.959  -1.2865
C 1.865 1.514 -0.842  -1.1932
C 2.165 -1.165 -1.680  -1.5626
C -2.315 -4.047 -0.112  -1.2739
C 0.437 -3.599 -0.011  -1.4292
C -0.971 -2.813 -2.372  -1.1637
H -3.006 -1.903 1.627  0.6584
H -5.076 -1.053 1.891  0.6383
H -0.737 1.651 3.267  0.4038
H 0.745 1.858 2.321  0.3801
H 0.815 1.057 3.905  0.4904
H 2.190 -0.246 1.355  0.2415
H 1.708 -1.942 1.492  0.2390
H 2.128 -1.026 2.944  0.6027
H -1.703 -1.084 3.839  0.2966
H -0.066 -1.619 4.290  0.5223
H -0.982 -2.494 3.052  0.3673
H 1.119 0.772 -3.611  0.5029
H -0.379 1.425 -2.880  0.4394
H -0.328 -0.270 -3.414  0.3049
H 2.708 1.599 -1.548  0.5643
H 2.249 1.437 0.186  0.2971
H 1.249 2.422 -0.900  0.4356
H 2.918 -0.702 -2.338  0.5856
H 1.782 -2.050 -2.199  0.4651
H 2.684 -1.501 -0.770  0.4143
H -1.888 -5.032 -0.365  0.5249
H -3.236 -3.850 -0.679  0.4531
H -2.561 -4.075 0.961  0.3849
H 0.332 -4.664 -0.262  0.5766
H 0.560 -3.507 1.075  0.4330
H 1.318 -3.190 -0.525  0.2692
H -1.274 -3.807 -2.737  0.5106
H 0.068 -2.624 -2.675  0.3106
H -1.611 -2.056 -2.840  0.3361
C -2.715 1.729 -0.553  1.4514
C -3.173 1.431 -1.854  0.3782
C -4.402 1.941 -2.273  -0.8610
C -5.145 2.845 -1.501  -0.6031
C -4.709 3.106 -0.210  -0.5308
C -3.547 2.512 0.266  -1.0440
S -4.375 0.583 3.401  0.3475
H -4.843 -0.493 3.938  0.3433
H -2.563 0.802 -2.541  0.2079
H -4.787 1.729 -3.280  0.4937
H -6.069 3.342 -1.855  0.4718
H -5.221 3.787 0.455  0.4886
H -3.193 2.653 1.284  0.8043
O -0.665 2.587 0.271  -0.2917
C -1.279 1.575 -0.017  -0.5791

Summary:
Total energy, Eh: -2284.56687
Relative energy (zero: lowest compared OMol25 entry of this formula, charge and spin), eV: 2.5975
Gap between HOMO and LUMO (spin up / spin down), eV: 5.72 / 4.81
⟨S²⟩: 4.081
Total charge: +4
2S+1: 4

---

[7]
2 unconnected molecules or ions with the total composition C4H9N3O3 in a non-equilibrium geometry, computed with the ωB97M-V functional and the def2-TZVPD basis.

Each line ends with the Mulliken charge.
Element x y z (Å)
C -1.513 -1.110 -0.138  0.3151
C 1.850 -0.454 0.148  0.6007
C -1.071 1.922 -0.651  -0.9861
C -0.240 0.871 0.098  0.4732
N -2.124 -1.536 0.941  -0.3809
N 3.008 -0.846 -0.510  -0.5363
N 0.845 0.204 -0.521  -0.1660
O -1.713 -1.560 -1.269  -0.6489
O 1.798 -0.663 1.393  -0.6812
O -0.275 0.906 1.425  -0.5947
H -0.565 1.933 -1.690  0.2624
H -1.017 2.883 0.002  0.2979
H -2.065 1.649 -0.927  0.2830
H -2.110 -1.082 1.891  0.2271
H -2.761 -2.300 0.919  0.2376
H 3.026 -0.326 -1.400  0.2549
H 3.857 -0.631 -0.044  0.2872
H 0.637 -0.010 -1.469  0.3010
H 0.434 0.150 1.801  0.4542

Summary:
Total energy, Eh: -547.73769
Relative energy (zero: lowest compared OMol25 entry of this formula, charge and spin), eV: 2.9484
Gap between HOMO and LUMO (spin up / spin down), eV: 7.07 / 7.07

---

[8]
A molecular structure, C34H57CrN3O2SSi in a non-equilibrium geometry, computed with the ωB97M-V functional and the def2-TZVPD basis.

Each line ends with the Mulliken charge.
Element x y z (Å)
O 1.024 -2.518 1.083  -0.1254
O -2.423 -2.341 -5.409  -0.3635
C 2.183 -2.486 0.204  0.7370
C 3.102 -3.693 0.220  -1.5587
H 2.749 -1.600 0.511  -0.5897
H 1.826 -2.291 -0.819  0.3492
H 3.609 -3.801 1.188  0.3116
H 3.878 -3.479 -0.527  0.3952
H 2.623 -4.643 -0.057  0.3871
C -0.048 -3.387 0.563  -0.1852
C -0.119 -3.588 -0.940  -1.2778
H -0.993 -2.972 0.943  0.4339
H 0.099 -4.358 1.056  0.2193
H -0.207 -2.645 -1.500  0.3748
H -1.015 -4.184 -1.154  0.4058
H 0.747 -4.157 -1.299  0.2907
C -3.176 -1.881 -4.290  0.3987
C -1.499 -1.387 -5.922  0.3478
C -3.736 -3.084 -3.559  -1.2225
H -3.992 -1.215 -4.613  0.2969
H -2.545 -1.312 -3.579  -0.1850
H -4.263 -3.766 -4.228  0.3410
H -4.417 -2.770 -2.768  0.3896
H -2.900 -3.631 -3.122  0.1924
C -0.746 -2.018 -7.077  -1.3662
H -0.756 -1.091 -5.153  -0.0597
H -2.022 -0.475 -6.268  0.2516
H -0.234 -2.921 -6.734  0.3106
H -0.007 -1.310 -7.463  0.3829
H -1.428 -2.296 -7.884  0.3367
H -0.637 0.975 -2.115  -0.3755
N 1.721 0.926 2.169  1.3127
C 1.675 2.236 2.408  0.3601
C 0.499 2.976 2.259  -1.4164
C -0.785 2.445 2.127  0.5021
C 2.915 2.931 2.887  -1.5325
H 3.751 2.847 2.185  0.3125
H 3.259 2.533 3.852  0.2714
H 2.688 3.992 3.020  0.5013
C -1.930 3.421 2.091  -1.6393
H -2.471 3.447 3.050  0.2941
H -2.663 3.211 1.302  0.3289
H -1.526 4.422 1.911  0.4875
N -1.052 1.130 2.135  1.2230
C 2.940 0.204 2.352  0.0809
C 3.941 0.221 1.354  0.6766
C 3.798 1.086 0.133  -1.2779
C 5.014 -0.670 1.465  -0.6540
H 5.778 -0.673 0.681  0.4625
C 5.086 -1.541 2.558  -1.1400
H 5.900 -2.267 2.610  0.4253
C 4.140 -1.476 3.581  -0.9368
H 4.208 -2.124 4.457  0.4846
C 3.086 -0.573 3.513  1.8977
C 2.096 -0.451 4.625  -1.6247
C -2.412 0.736 2.416  -0.1862
C -3.318 0.515 1.361  1.1923
C -2.882 0.719 -0.055  -0.9641
C -4.627 0.128 1.651  -1.3040
H -5.311 -0.062 0.821  0.4734
C -5.030 -0.012 2.980  -1.0184
H -6.045 -0.341 3.204  0.4359
C -4.139 0.258 4.020  -1.1587
H -4.450 0.166 5.061  0.4507
C -2.826 0.651 3.757  1.3687
C -1.885 0.985 4.873  -0.9259
Cr 0.212 -0.379 1.994  0.4393
H 3.196 0.594 -0.654  0.1697
H 4.798 1.276 -0.287  0.4594
H 3.324 2.049 0.362  0.1157
H 1.725 0.572 4.765  0.2177
H 2.593 -0.744 5.554  0.6060
H 1.227 -1.105 4.479  0.1352
H -3.695 0.438 -0.739  0.4669
H -1.999 0.101 -0.287  -0.0851
H -2.624 1.770 -0.264  0.1815
H -0.988 0.349 4.884  0.0191
H -2.412 0.828 5.820  0.4838
H -1.547 2.031 4.850  0.2000
H 0.584 4.057 2.322  0.3956
C 0.004 0.881 -2.958  0.3905
Si 0.302 2.722 -3.253  0.3527
H 0.968 0.398 -2.720  0.2907
H -0.513 0.251 -3.706  -0.3924
C 1.697 3.026 -4.479  -1.0614
C 0.707 3.508 -1.563  -0.3195
C -1.382 3.274 -3.855  -1.0818
H -1.984 2.427 -4.217  0.2947
H -1.282 3.989 -4.678  0.3617
H -1.938 3.754 -3.039  0.3003
H 2.676 2.763 -4.050  0.3057
H 1.739 4.079 -4.798  0.3274
H 1.540 2.405 -5.375  0.2891
H 1.482 2.969 -0.994  -0.2818
H -0.165 3.582 -0.891  0.1134
H 1.083 4.534 -1.689  0.4491
S -1.440 -3.868 4.540  -0.3341
C -1.006 -2.595 3.721  0.6387
N -0.707 -1.607 3.102  -1.0546

Summary:
Total energy, Eh: -3376.45935
Relative energy (zero: lowest compared OMol25 entry of this formula, charge and spin), eV: 0.0000
Gap between HOMO and LUMO (spin up / spin down), eV: 5.88 / 7.90
⟨S²⟩: 3.920
Total charge: +1
2S+1: 4